[1]
Molecular formula: C27H40N3O3S4Ti
Method: DFT, ωB97M-V/def2-TZVPD

Electronic energy: -3884.9407 Eh
Total charge: +1
HOMO energy (alpha / beta): -10.98 / -10.98 eV

Last column: Mulliken charge in e.
CARTESIAN COORDINATES (ANGSTROEM)
Ti  0.57  0.57  -0.08  -0.810
S  2.62  -0.29  0.43  -0.231
S  2.45  2.65  -1.43  0.036
S  0.76  2.36  1.35  -0.252
S  -0.67  3.40  -1.75  0.050
O  0.12  -0.66  1.55  1.497
O  -1.32  0.41  -0.03  -0.302
O  -3.06  -0.96  0.25  -0.605
N  -0.60  -0.18  -4.17  0.103
N  0.71  -1.81  -3.20  0.219
N  0.49  0.27  -2.14  1.864
C  -1.26  -0.99  1.87  3.573
C  1.78  -2.24  -2.31  -0.610
C  -0.35  -3.36  1.65  -0.055
C  -2.01  -0.52  0.62  -1.106
C  -1.71  0.06  5.49  -0.925
C  -1.70  -5.25  2.28  -0.485
C  3.63  1.31  -1.71  -0.163
C  0.22  -0.56  -3.14  -0.238
C  -1.57  0.88  -3.95  -0.892
C  -0.60  3.50  0.99  -0.524
C  -2.56  -3.02  2.54  -0.344
C  -1.38  -2.50  2.04  -0.523
C  0.62  4.01  -2.88  -1.133
C  1.90  0.57  4.27  -0.357
C  0.12  -2.84  -4.05  -1.256
C  -2.90  1.63  4.11  -1.045
C  -1.34  -0.65  4.36  -0.175
C  -1.72  -0.21  3.09  -0.318
C  -2.49  1.21  5.36  -0.502
C  -0.35  4.35  -0.24  -0.846
C  3.93  0.71  -0.35  -0.984
C  2.21  -0.69  4.01  -0.503
C  -0.14  -0.29  -5.55  -1.205
C  -2.73  -4.39  2.66  -0.961
C  -2.52  0.92  2.97  -0.186
C  -0.52  -4.73  1.78  -1.117
C  1.81  3.07  -3.06  -0.171
H  0.14  0.70  -5.92  0.353
H  0.06  -3.76  -3.48  0.466
H  -3.37  -2.36  2.83  0.483
H  0.07  1.17  -2.36  -0.914
H  0.91  0.86  4.62  0.207
H  0.67  -0.45  2.33  -0.426
H  0.69  4.70  -0.25  0.438
H  1.50  -1.50  4.17  0.202
H  -1.54  2.97  0.92  0.096
H  -1.95  0.85  -2.93  0.256
H  1.93  -3.30  -2.44  0.376
H  -1.82  -6.32  2.39  0.425
H  -0.93  -0.69  -6.18  0.321
H  4.80  0.06  -0.42  0.514
H  4.56  1.68  -2.16  0.583
H  -0.88  -2.54  -4.35  0.375
H  0.72  -0.94  -5.61  0.412
H  0.58  -2.97  1.27  0.297
H  0.96  4.98  -2.52  0.517
H  0.29  -5.39  1.50  0.460
H  -1.41  -0.28  6.47  0.442
H  2.62  1.37  4.14  0.267
H  -2.41  0.72  -4.63  0.391
H  -1.16  1.87  -4.17  0.209
H  -2.86  1.26  2.01  0.631
H  -0.67  4.15  1.87  0.591
H  -3.52  2.51  4.00  0.470
H  3.17  0.58  -2.38  -0.192
H  -3.65  -4.79  3.05  0.420
H  1.51  2.16  -3.59  -0.124
H  2.71  -1.71  -2.53  0.259
H  1.54  -2.05  -1.27  -0.034
H  3.19  -0.97  3.66  0.305
H  0.72  -3.02  -4.94  0.371
H  2.57  3.57  -3.67  0.591
H  0.16  4.19  -3.85  0.488
H  -2.79  1.76  6.24  0.445
H  -1.00  5.23  -0.24  0.530
H  -0.77  -1.56  4.46  0.561
H  4.18  1.50  0.36  0.420

[2]
Molecular formula: C4H9N2
Method: DFT, ωB97M-V/def2-TZVPD

Electronic energy: -267.0001 Eh
Total charge: +1
HOMO energy: -13.66 eV

Last column: Mulliken charge in e.
CARTESIAN COORDINATES (ANGSTROEM)
N  0.20  -0.20  1.17  -0.455
N  0.17  1.95  -0.52  -0.054
C  -1.34  -1.72  0.02  -0.669
C  0.70  1.64  -1.63  -0.097
C  1.22  -0.95  1.24  -0.375
C  -1.08  -0.78  0.92  -0.141
H  1.14  -2.04  1.23  0.328
H  2.19  -0.50  1.36  0.295
H  -2.35  -2.02  -0.18  0.269
H  0.62  2.30  -2.49  0.275
H  0.05  1.19  0.23  0.392
H  1.27  0.73  -1.72  0.261
H  -0.54  -2.17  -0.56  0.266
H  -1.89  -0.24  1.38  0.410
H  -0.35  2.82  -0.46  0.296

[3]
Molecular formula: C6H20FN9O8S
Method: DFT, ωB97M-V/def2-TZVPD

Electronic energy: -1833.5004 Eh
HOMO energy: -9.60 eV

Last column: Mulliken charge in e.
CARTESIAN COORDINATES (ANGSTROEM)
S  2.29  0.68  -1.09  0.588
F  2.05  -2.37  -3.94  -0.228
O  2.20  3.82  1.05  -0.677
O  -0.10  1.41  5.80  -0.645
O  2.03  -0.54  -2.12  -0.159
O  -0.91  -3.41  -5.94  -0.631
O  -2.24  1.10  1.97  -0.710
O  3.44  0.30  -0.29  -0.549
O  1.07  0.45  -0.03  -0.163
O  2.70  -3.98  -2.58  -0.452
N  2.14  1.99  2.39  -0.246
N  0.24  3.27  2.05  -0.246
N  0.00  1.39  -0.40  -0.585
N  -1.73  -0.98  1.29  -0.276
N  -1.85  1.97  4.48  -0.319
N  1.01  -2.76  -6.95  -0.351
N  -3.76  -0.56  2.32  -0.424
N  -0.50  -4.13  -8.05  -0.384
N  -1.48  3.09  6.48  -0.404
C  -1.08  2.11  5.61  0.641
C  2.14  -1.86  -1.62  -0.009
C  -0.18  -3.43  -6.91  0.638
C  -2.57  -0.08  1.86  0.883
C  1.58  3.08  1.80  0.473
C  2.35  -2.87  -2.72  0.264
H  1.21  -2.14  -1.10  0.173
H  -1.90  -1.96  1.19  0.179
H  -1.37  -4.64  -8.05  0.220
H  1.62  -2.78  -7.74  0.162
H  -4.04  -1.52  2.23  0.162
H  2.97  -1.94  -0.92  0.383
H  3.09  1.78  2.16  0.227
H  -0.17  4.10  1.66  0.183
H  -2.66  2.52  4.27  0.158
H  -4.39  0.10  2.74  0.233
H  -1.60  1.22  3.85  0.085
H  1.28  -2.25  -6.13  0.225
H  -0.92  3.22  7.30  0.233
H  0.44  2.31  -0.39  0.387
H  0.09  -4.17  -8.86  0.160
H  -0.86  -0.60  0.96  0.076
H  -2.27  3.67  6.32  0.159
H  -0.64  1.36  0.40  0.231
H  1.63  1.39  3.02  0.153
H  -0.33  2.66  2.60  0.180

What is the electronic energy in the third record? -1833.5004 Eh